(1)
Below is C26H20CoN6O4 as an isolated structure, with properties calculated with wB97M-V/def2-TZVPD.

Properties
Spin multiplicity: 4
Highest occupied orbital energy (spin up / spin down) in eV: -6.44 / -8.00
E in Ha: -3014.971289
Orbital gap (spin up / spin down) in eV: 6.29 / 6.80
Lowest unoccupied orbital energy (spin up / spin down) in eV: -0.147 / -1.195

Geometry as XYZ:
```
57
Properties=species:S:1:pos:R:3:forces:R:3:lowdin_charge:R:1
Co 0.082 -0.260 1.035 0.3 -0.4 0.0 0.654
O -3.230 -2.785 -2.362 0.0 0.1 0.0 0.054
C -2.024 -3.352 -2.549 0.0 0.0 0.0 -0.267
C -1.953 -4.394 -3.476 0.0 0.0 0.0 -0.017
C -0.752 -5.022 -3.731 0.0 0.0 0.0 -0.082
C 0.410 -4.632 -3.068 0.0 0.0 0.0 -0.089
C 0.343 -3.609 -2.146 0.0 0.0 0.0 -0.021
C -0.860 -2.956 -1.868 0.0 0.0 0.0 -0.074
C -0.853 -1.876 -0.859 0.0 -0.1 -0.1 -0.383
O 0.244 -1.641 -0.240 0.0 0.1 0.1 -0.048
N -1.986 -1.235 -0.647 0.0 0.0 0.0 0.128
N -1.827 -0.245 0.354 -0.3 -0.1 -0.1 -0.199
C -1.909 -0.742 1.685 0.0 0.4 0.0 -0.059
C -1.635 0.212 2.756 -0.1 -0.1 0.0 -0.253
C -2.330 0.417 3.944 0.0 0.0 -0.1 0.001
C -1.825 1.350 4.832 0.0 0.0 0.0 -0.047
C -0.657 2.046 4.537 0.0 0.0 -0.1 -0.042
C 0.010 1.757 3.359 -0.1 0.0 0.1 -0.062
N -0.479 0.857 2.516 0.1 0.1 -0.1 0.043
H -3.121 -2.055 -1.712 0.0 0.0 0.0 0.062
H -2.862 -4.683 -3.985 0.0 0.0 0.0 0.116
H -0.719 -5.824 -4.457 0.0 0.0 0.0 0.103
H 1.350 -5.124 -3.271 0.0 0.0 0.0 0.099
H 1.227 -3.287 -1.613 0.0 0.0 0.0 0.117
H -2.525 -1.619 1.840 0.2 -0.1 -0.1 0.129
H -3.238 -0.133 4.149 0.0 0.0 0.0 0.119
H -2.344 1.542 5.762 0.0 0.0 0.0 0.113
H -0.258 2.786 5.215 0.0 0.0 0.0 0.109
H 0.950 2.215 3.084 0.0 0.0 0.0 0.131
O 3.863 2.742 -1.410 -0.1 0.0 0.0 0.052
C 4.540 1.890 -0.623 0.0 0.0 0.1 -0.272
C 5.932 1.990 -0.630 0.0 0.0 0.0 -0.019
C 6.697 1.158 0.161 0.0 0.0 0.0 -0.087
C 6.095 0.204 0.979 0.0 0.0 0.0 -0.096
C 4.720 0.102 0.991 0.0 0.0 0.0 -0.028
C 3.919 0.932 0.201 0.0 0.1 -0.1 -0.076
C 2.448 0.779 0.284 0.2 -0.1 0.1 -0.399
O 1.983 -0.043 1.156 0.0 0.1 0.1 -0.080
N 1.700 1.500 -0.530 -0.1 0.1 0.0 0.066
N 0.367 1.264 -0.309 0.2 0.0 0.0 -0.035
C -0.491 1.964 -0.983 -0.1 0.0 0.0 -0.063
C -1.895 1.858 -0.829 0.0 0.0 -0.1 -0.161
C -2.752 2.750 -1.502 0.1 0.0 0.0 -0.035
C -4.105 2.739 -1.335 -0.1 0.0 0.0 -0.070
C -4.689 1.771 -0.457 0.0 0.0 0.0 -0.067
C -3.889 0.890 0.169 0.0 0.0 -0.1 -0.046
N -2.511 0.943 0.039 0.0 0.0 0.1 0.015
H 2.904 2.530 -1.314 0.0 0.0 0.0 0.064
H 6.387 2.734 -1.270 0.0 0.0 0.0 0.115
H 7.775 1.251 0.142 0.0 0.0 0.0 0.102
H 6.698 -0.449 1.595 0.0 0.0 0.0 0.097
H 4.226 -0.629 1.614 0.0 0.0 0.0 0.112
H -0.135 2.697 -1.702 0.0 0.0 0.0 0.128
H -2.284 3.467 -2.164 0.0 0.0 0.0 0.117
H -4.730 3.439 -1.869 0.0 0.0 0.0 0.102
H -5.756 1.719 -0.303 0.0 0.0 0.0 0.104
H -4.246 0.101 0.815 0.0 0.0 0.0 0.126
```
Forces are in eV/Å.

---

(2)
Below is an isolated ion of composition C26H20F2NO and charge +1 at a distorted geometry, with properties calculated with wB97M-V/def2-TZVPD.

Properties
Highest occupied orbital energy in eV: -11.61
E in Ha: -1332.189433
Orbital gap in eV: 6.87
Lowest unoccupied orbital energy in eV: -4.745
Net charge: +1

Geometry as XYZ:
```
50
Properties=species:S:1:pos:R:3:forces:R:3:lowdin_charge:R:1
O -1.195 -1.875 1.382 1.0 0.2 -1.5 0.065
C -0.944 -1.547 0.221 -1.5 -0.2 0.4 -0.320
C -1.947 -1.822 -0.881 -0.6 0.2 0.4 -0.158
C -3.217 -2.028 -0.320 -1.3 -0.4 0.2 -0.047
C -4.397 -2.024 -1.086 1.3 0.1 -0.6 -0.031
C -4.245 -1.728 -2.466 -0.5 -0.4 0.1 -0.051
C -2.984 -1.635 -3.095 0.1 -0.1 1.5 -0.050
C -1.832 -1.669 -2.278 0.4 0.0 -0.2 -0.023
C 0.273 -0.689 -0.088 -1.1 0.6 -0.3 -0.111
C 0.282 0.664 0.815 1.4 -1.5 2.1 -0.085
C -0.997 1.558 0.865 -0.7 -0.5 -0.5 -0.118
C -2.289 0.998 0.733 -0.9 0.5 0.0 -0.010
C -3.462 1.827 0.700 1.2 -1.3 -0.5 -0.036
C -3.346 3.203 0.786 0.0 -0.2 0.2 -0.009
C -2.089 3.732 1.006 1.1 0.2 -0.8 -0.240
F -1.898 5.081 0.992 -0.4 -0.7 0.3 0.059
C -0.923 2.971 1.006 -0.3 -1.0 0.1 0.038
C 1.603 1.490 0.657 0.3 -1.5 0.4 -0.168
C 2.730 0.938 1.292 0.0 0.4 -0.3 -0.047
C 3.985 1.564 1.158 -0.2 -1.1 0.0 -0.058
C 4.162 2.739 0.438 -1.4 -0.6 0.3 0.013
C 3.006 3.311 -0.089 1.0 0.2 -0.3 -0.241
F 3.130 4.518 -0.708 -0.3 -0.9 0.2 0.068
C 1.790 2.669 -0.071 -1.3 0.4 -0.6 0.008
N 1.397 -1.686 0.040 0.0 0.1 0.7 0.025
C 1.588 -2.381 1.225 -0.1 0.5 -0.8 0.003
C 2.776 -3.025 1.432 0.8 -1.0 0.7 -0.013
C 3.760 -3.059 0.437 -0.9 0.5 -1.3 0.019
C 3.398 -2.598 -0.851 -0.7 0.0 0.2 0.012
C 2.185 -1.935 -1.041 0.4 -0.1 1.4 0.027
H -3.287 -2.132 0.780 0.0 -0.1 -0.9 0.134
H -5.367 -2.269 -0.619 0.6 0.5 -0.4 0.122
H -5.152 -1.601 -3.076 0.5 -0.2 0.2 0.115
H -2.906 -1.555 -4.178 0.0 0.1 0.3 0.111
H -0.824 -1.599 -2.739 -0.8 0.1 0.2 0.111
H 0.220 -0.317 -1.094 0.3 -0.4 -0.8 0.137
H 0.412 0.021 1.797 -0.4 2.1 -1.0 0.167
H -2.470 -0.088 0.604 0.2 1.5 0.3 0.071
H -4.426 1.335 0.467 0.6 0.5 0.4 0.119
H -4.187 3.854 0.633 -0.2 0.2 0.1 0.122
H 0.028 3.483 1.031 -0.4 0.0 0.4 0.104
H 2.615 -0.009 1.858 0.3 0.9 -0.3 0.107
H 4.825 1.009 1.577 0.0 0.5 -0.1 0.111
H 5.114 3.165 0.252 0.7 0.5 0.1 0.115
H 0.963 3.138 -0.636 0.7 -0.4 0.4 0.141
H 0.755 -2.503 1.926 0.3 0.8 -0.3 0.147
H 2.915 -3.595 2.385 -0.1 0.7 -1.0 0.149
H 4.732 -3.501 0.571 0.1 -0.2 0.2 0.124
H 3.969 -2.773 -1.754 0.3 0.0 0.3 0.124
H 1.773 -1.623 -1.995 0.4 0.3 0.1 0.146
```
Forces are in eV/Å.

---

(3)
Below is C26H20F3O19S2V as an isolated structure at a distorted geometry, with properties calculated with wB97M-V/def2-TZVPD.

Properties
Spin multiplicity: 2
Highest occupied orbital energy (spin up / spin down) in eV: 5.32 / 5.32
E in Ha: -4471.525079
Orbital gap (spin up / spin down) in eV: 1.08 / 1.08
Lowest unoccupied orbital energy (spin up / spin down) in eV: 6.401 / 6.401
Net charge: -5

Geometry as XYZ:
```
71
Properties=species:S:1:pos:R:3:forces:R:3:lowdin_charge:R:1
O 1.395 2.482 1.133 -0.7 -1.4 -0.8 -0.377
V 0.833 1.079 0.702 0.5 0.2 1.2 1.203
C -2.296 -3.431 -1.105 -4.4 -3.8 0.4 -0.051
C -1.226 -3.452 -0.242 -0.6 4.6 -1.9 -0.410
C -1.219 -4.225 1.027 3.6 -3.5 3.0 -0.393
O -0.133 -4.541 1.676 -1.2 1.9 -2.1 -0.103
C -2.349 -4.876 1.515 -3.4 -0.4 -2.9 -0.032
C -3.502 -5.024 0.606 0.1 2.7 0.5 -0.386
C -3.537 -4.228 -0.780 3.1 0.6 0.1 -0.377
O -4.588 -4.247 -1.407 0.0 0.2 -0.7 -0.058
O -4.657 -5.388 0.833 -0.1 -1.9 1.3 -0.077
O -0.474 -2.442 -0.560 2.2 -0.7 1.6 -0.172
H -2.428 -2.769 -1.948 0.5 0.3 0.0 0.065
H -2.342 -5.495 2.399 0.3 0.2 0.2 0.079
C -0.053 -1.782 8.226 -1.8 2.1 0.3 -0.060
C 0.334 -1.740 6.883 3.4 -2.5 0.2 -0.384
C -0.204 -0.674 5.941 0.4 0.9 -2.1 -0.449
O 0.093 -0.448 4.745 2.0 -2.0 -1.2 -0.078
C -1.106 0.234 6.354 -3.5 1.6 5.2 -0.062
C -1.694 0.185 7.698 3.6 -3.0 -1.9 -0.429
C -1.097 -0.905 8.713 1.6 -1.4 -2.7 -0.430
O -1.679 -1.073 9.766 -0.9 0.2 2.5 -0.082
O -2.661 0.722 8.129 -3.4 2.9 1.0 -0.034
O 1.248 -2.585 6.539 -1.6 1.6 -0.5 -0.115
H 0.333 -2.576 8.847 0.0 -0.1 0.1 0.065
H -1.619 0.906 5.681 0.2 0.0 -0.3 0.081
C -6.493 2.756 0.766 5.0 2.1 -1.1 -0.022
C -6.935 1.533 1.075 -4.8 -0.4 1.3 -0.453
C -6.078 0.338 1.161 -0.9 -5.3 -0.7 -0.281
O -6.501 -0.900 1.117 0.1 3.7 0.4 0.071
C -4.700 0.441 1.133 0.9 1.3 0.5 0.127
C -4.100 1.749 0.978 1.0 1.0 -1.5 -0.274
C -5.047 2.992 0.543 -1.6 0.5 0.8 -0.325
O -4.584 4.081 0.164 0.2 -1.3 0.3 -0.042
O -2.874 1.869 0.984 -0.8 0.3 0.1 0.060
O -8.190 1.489 1.326 0.8 -1.6 0.0 -0.087
H -7.211 3.563 0.779 0.2 0.1 -0.3 0.098
H -4.051 -0.414 1.254 -0.1 -0.2 0.0 0.148
C 6.199 0.013 2.518 0.3 -1.0 -0.9 -0.680
F 6.461 1.056 1.728 1.0 0.4 -1.0 0.087
F 7.386 -0.586 2.889 -0.7 0.7 -0.3 0.061
F 5.650 0.555 3.564 -0.5 -0.2 1.5 0.160
S 5.064 -1.204 1.662 -2.1 -5.0 0.8 0.479
O 4.830 -2.244 2.689 0.9 2.3 -0.6 -0.336
O 3.885 -0.407 1.376 0.7 0.9 -0.3 -0.346
O 5.674 -1.888 0.499 0.6 2.3 0.5 -0.386
C 6.360 1.598 -2.453 -0.6 -0.4 -1.2 -0.025
C 5.095 0.950 -3.025 -2.1 1.0 1.8 -0.430
O 4.037 1.158 -2.392 2.5 -0.8 -2.4 0.040
C 5.118 0.047 -4.284 -0.4 -0.4 1.4 -0.025
H 6.042 2.466 -1.876 0.2 -0.4 0.3 0.082
H 6.981 1.936 -3.283 0.3 0.0 0.0 0.057
H 6.888 0.831 -1.887 0.1 0.2 0.3 0.090
H 5.875 0.167 -5.059 -0.2 0.7 0.0 0.061
H 4.082 -0.038 -4.612 0.2 0.2 -0.4 0.069
H 5.331 -0.949 -3.897 0.0 -0.2 0.3 0.085
C -0.163 1.634 -6.922 -0.4 -0.3 0.2 -0.256
C 0.737 2.856 -6.698 -1.3 1.2 -0.5 -0.234
C 0.502 3.406 -5.292 0.2 -1.2 1.2 -0.209
S -0.712 2.248 -4.422 1.7 0.3 0.7 0.786
O -2.071 2.669 -4.824 1.7 -0.7 1.1 -0.348
O -0.191 2.034 -3.026 -2.0 0.5 -3.5 -0.348
C -0.234 0.898 -5.607 -0.1 0.5 0.7 -0.214
H 0.259 0.955 -7.664 -0.2 0.1 -0.2 0.109
H -1.193 1.898 -7.159 0.2 0.2 -0.5 0.106
H 0.391 3.691 -7.307 0.2 -0.3 -0.7 0.097
H 1.775 2.662 -6.969 0.0 -0.1 0.4 0.107
H 0.122 4.425 -5.229 0.1 -0.2 0.0 0.096
H 1.417 3.253 -4.719 -0.2 0.4 0.4 0.090
H -0.999 0.123 -5.557 0.3 -0.1 0.1 0.115
H 0.792 0.587 -5.408 -0.3 -0.4 0.8 0.107
```
Forces are in eV/Å.